The following is a quantum chemistry calculation of C8H10INS in the gas phase, from the Open Molecules 2025 dataset.

Last column: Mulliken charge in e.
Geometry (Å):
C -1.00298 -1.80403 0.85103  -1.18
C -0.74084 -0.70616 -0.16376  0.44
C 0.70816 -0.29095 -0.16008  -0.07
C 1.75356 -1.17884 -0.60682  -0.90
C 2.98603 -0.63614 -0.66776  -0.24
S 2.88921 1.00973 -0.18173  -0.22
C 1.15346 0.94782 0.18540  0.40
C 0.20248 2.04415 0.51597  -0.25
C -1.09282 1.63390 -0.28493  -0.63
N -1.60258 0.42300 0.16513  -0.51
I -3.59418 -0.03985 -0.20377  0.12
H -1.00228 -1.37180 1.88740  0.31
H -0.36849 -2.73681 0.63768  0.35
H -2.10311 -2.13274 0.64658  0.29
H -0.99127 -1.23614 -1.14454  0.27
H 1.44390 -2.22748 -0.72988  0.27
H 4.00912 -1.13895 -0.82593  0.34
H -0.10480 2.13835 1.53175  0.27
H 0.28969 3.15459 0.03131  0.25
H -1.95080 2.33160 -0.08548  0.38
H -0.88145 1.81675 -1.39759  0.32

Properties
- strongest force on any atom (eV/Å) = 4.2
- LUMO level (eV) = -0.208
- total charge = 0
- 2S+1 = 1
- orbital gap (eV) = 8.5
- HOMO level (eV) = -8.67

=====

The following is a quantum chemistry calculation of a molecular structure, C8H10MgO8P, from the Open Molecules 2025 dataset.

Last column: Mulliken charge in e.
Geometry (Å):
O -1.24534 3.17485 -6.82708  -0.16
C -1.25954 3.16025 -5.69268  0.16
Mg -1.24274 0.93505 -1.53948  0.48
C -1.28374 1.27815 0.27562  0.54
O -1.30944 1.49185 1.40642  -0.15
C -1.21884 -0.90925 -1.41438  0.28
O -1.20284 -2.05695 -1.39278  -0.19
C 0.59706 0.92035 -1.71988  0.54
O 1.73266 0.90065 -1.88698  -0.16
C -3.07274 0.86775 -1.79268  0.39
O -4.19984 0.81585 -2.00468  -0.20
H -1.20764 0.64205 -3.08908  -0.34
C 1.95756 1.59565 0.98632  -0.56
O 2.10826 0.34105 0.34332  -0.59
P 0.60216 -0.55805 0.49032  0.65
O 1.73666 -1.33485 1.59462  -0.28
C 1.49736 -0.93415 2.92652  -0.80
O -0.88944 -1.40405 0.95712  -0.40
C -0.60304 -2.76985 1.19272  -0.83
H 1.46896 2.33535 0.32002  0.22
H 2.96386 1.98505 1.23992  0.23
H 1.39346 1.54415 1.94102  0.29
H 2.22726 -0.15545 3.22692  0.27
H 0.45646 -0.58255 3.11212  0.41
H 1.65116 -1.81145 3.58642  0.27
H -0.26154 -2.92695 2.23562  0.27
H -1.53384 -3.35605 1.05212  0.28
H 0.13776 -3.18845 0.47242  0.40

Properties
- strongest force on any atom (eV/Å) = 9.7
- LUMO level (eV) = -6.362
- total charge = +1
- 2S+1 = 1
- orbital gap (eV) = 6.3
- HOMO level (eV) = -12.70

=====

The following is a quantum chemistry calculation of a molecular structure, C8H10MnN2OS4, from the Open Molecules 2025 dataset.

Last column: Mulliken spin population.
Geometry (Å):
Mn -0.58155 -0.79729 -0.11035  4.19
S -1.03064 0.68697 1.64197  0.06
S -3.00490 0.74204 1.11057  0.41
S -3.05110 0.47479 -0.82164  0.53
S -1.30665 -2.90563 0.11045  -0.13
C -1.59471 -3.43460 -2.63029  0.01
C -0.64626 -2.81461 -1.62757  0.00
O -0.54832 -1.44084 -1.83513  -0.09
N 0.64996 -3.46043 -1.71018  0.00
C 1.69051 -3.01453 -0.79539  0.00
C 2.24195 -1.59938 -0.92575  0.00
C 3.44149 -1.38478 -1.58769  0.00
C 3.98304 -0.10955 -1.64688  0.00
C 3.31845 0.92909 -1.02008  0.00
C 2.12802 0.64819 -0.37636  0.00
N 1.59851 -0.57631 -0.33082  0.04
H -2.56028 -2.93968 -2.56122  0.00
H -1.71170 -4.49944 -2.43479  0.00
H -1.19544 -3.28953 -3.63834  0.00
H 0.96677 -3.43281 -2.67332  0.00
H 2.53325 -3.69666 -0.91126  0.00
H 1.31472 -3.14026 0.22077  0.01
H 3.94983 -2.22190 -2.04694  0.00
H 4.91561 0.06525 -2.16717  0.00
H 3.70307 1.93871 -1.02899  0.00
H 1.56332 1.42759 0.12239  -0.01

Properties
- strongest force on any atom (eV/Å) = 0.7
- LUMO level (spin up / spin down) (eV) = -1.392 / -1.557
- total charge = 0
- 2S+1 = 6
- orbital gap (spin up / spin down) (eV) = 6.5 / 7.2
- HOMO level (spin up / spin down) (eV) = -7.93 / -8.74

=====

The following is a quantum chemistry calculation of C8H10N2O2 in the gas phase, from the Open Molecules 2025 dataset.

Last column: Mulliken charge in e.
Geometry (Å):
C -2.19099 -1.70806 -0.25694  -1.33
C -1.06866 -0.71751 0.16474  1.12
C 0.16748 -1.13903 -0.07821  -0.67
C 1.36534 -0.35204 0.10250  0.41
N 2.62926 -0.98681 0.28776  1.02
O 2.84390 -2.16720 0.06786  -0.64
O 3.59342 -0.32382 0.62769  -0.69
C 1.46081 0.96668 -0.58550  -0.17
N 2.68238 1.58822 -0.96298  -0.67
C 1.12481 0.97377 0.89550  -0.30
C -0.23186 1.18428 1.41340  -0.72
C -1.25245 0.49735 0.89922  -0.63
H -1.75636 -2.78642 -0.24716  0.30
H -2.29002 -1.78258 -1.32823  0.33
H -3.12797 -1.58307 0.29121  0.35
H 0.24163 -2.19188 -0.36033  0.27
H 0.83527 1.13182 -1.50905  0.30
H 3.53149 1.20651 -0.52254  0.29
H 2.76347 1.53654 -1.96167  0.27
H 1.91869 1.43449 1.41737  0.49
H -0.17597 1.85738 2.24165  0.40
H -2.23273 0.63710 1.39575  0.26

Properties
- strongest force on any atom (eV/Å) = 3.5
- LUMO level (eV) = 0.100
- total charge = 0
- 2S+1 = 1
- orbital gap (eV) = 8.5
- HOMO level (eV) = -8.36

=====

The E_tot results, record by record, are as follows: -28882.1120 -39553.8871 -88148.3054 -15528.0194 eV.